[1]
61
Properties=species:S:1:pos:R:3:lowdin_charge:R:1 method="wB97M-V/def2-TZVPD" largest_force_ha_per_bohr=0.060 mol_weight_g_mol=858.92 charge=-2 homo_lumo_gap_ev="3.74 / 5.82" energy_ev=-189286.85682 multiplicity=2
Hg 0.01 -0.17 -0.25 1.200
O -3.34 -4.11 0.35 0.023
C -3.71 -4.20 -0.94 -0.288
C -4.85 -4.93 -1.28 -0.043
C -5.24 -5.03 -2.60 -0.133
C -4.51 -4.41 -3.61 -0.134
C -3.37 -3.68 -3.27 -0.050
C -2.95 -3.57 -1.95 -0.085
C -1.76 -2.77 -1.55 -0.474
O -1.49 -2.67 -0.30 -0.107
N -1.07 -2.25 -2.54 0.014
N -0.08 -1.37 -2.22 -0.147
C 0.89 -1.20 -3.10 -0.168
C 1.90 -0.26 -2.87 -0.308
C 3.01 -0.11 -3.76 -0.081
C 3.96 0.83 -3.52 -0.138
C 3.84 1.65 -2.37 -0.114
C 2.77 1.42 -1.53 -0.238
N 1.84 0.50 -1.73 0.028
H -2.53 -3.48 0.33 0.039
H -5.42 -5.40 -0.49 0.101
H -6.14 -5.60 -2.85 0.083
H -4.82 -4.49 -4.64 0.079
H -2.79 -3.18 -4.02 0.095
H 0.91 -1.81 -4.00 0.098
H 3.07 -0.77 -4.62 0.090
H 4.81 0.94 -4.19 0.079
H 4.57 2.43 -2.16 0.077
H 2.66 2.02 -0.62 0.057
C 3.68 0.32 0.75 -0.021
C 3.03 1.63 1.09 -0.358
C 3.69 2.62 1.83 -0.017
C 3.06 3.82 2.06 -0.042
C 1.77 4.05 1.55 -0.199
C 1.07 5.26 1.67 -0.641
Br 1.83 6.75 2.61 0.661
C -0.17 5.43 1.10 -0.210
C -0.76 4.38 0.42 -0.611
Br -2.48 4.64 -0.34 0.695
C -0.18 3.09 0.25 -0.438
O -0.78 2.17 -0.37 -0.167
C 1.16 2.97 0.84 -0.119
N 1.80 1.81 0.64 0.051
H 4.56 0.14 1.37 0.075
H 3.97 0.31 -0.30 0.065
H 2.97 -0.50 0.90 0.074
H 4.69 2.45 2.20 0.103
H 3.56 4.60 2.62 0.065
H -0.68 6.38 1.17 0.083
N -2.47 -0.82 6.89 0.110
C -2.09 -0.72 5.81 -0.217
C -1.61 -0.60 4.47 -0.267
C -0.44 -1.27 4.08 -0.062
C 0.01 -1.17 2.78 -0.136
C -0.66 -0.42 1.81 -0.243
C -1.83 0.23 2.22 -0.124
C -2.30 0.16 3.52 -0.050
H 0.10 -1.85 4.81 0.104
H 0.92 -1.70 2.52 0.082
H -2.39 0.82 1.51 0.090
H -3.20 0.68 3.82 0.107

[2]
42
Properties=species:S:1:pos:R:3:lowdin_charge:R:1 method="wB97M-V/def2-TZVPD" largest_force_ha_per_bohr=0.022 mol_weight_g_mol=329.26 charge=+1 homo_lumo_gap_ev=8.46 energy_ev=-91549.61755
C 0.43 1.91 -0.81 -0.028
C 1.33 0.77 -0.45 -0.194
C 2.69 0.96 -0.27 -0.075
C 3.52 -0.10 0.07 -0.671
Br 5.38 0.20 0.31 0.758
C 3.00 -1.37 0.24 -0.112
C 1.64 -1.58 0.06 -0.013
C 0.82 -0.52 -0.28 -0.206
O -0.56 -0.64 -0.47 -0.079
C -1.12 -1.93 -0.47 -0.169
C -2.56 -1.82 -0.97 -0.065
N -3.36 -0.88 -0.14 -0.083
C -3.27 0.52 -0.64 -0.050
C -4.04 1.46 0.31 -0.361
C -4.02 2.89 -0.21 -0.001
O -5.38 1.04 0.40 -0.058
C -5.52 -0.26 0.90 -0.370
C -7.01 -0.59 0.97 -0.006
C -4.79 -1.26 -0.02 -0.052
H -0.14 1.67 -1.70 0.086
H -0.26 2.12 0.00 0.082
H 1.02 2.81 -1.00 0.087
H 3.11 1.95 -0.39 0.113
H 3.64 -2.19 0.51 0.108
H 1.26 -2.57 0.20 0.109
H -1.11 -2.36 0.54 0.145
H -0.57 -2.60 -1.14 0.146
H -2.57 -1.47 -2.00 0.151
H -3.02 -2.81 -0.93 0.143
H -2.95 -0.88 0.80 0.194
H -2.22 0.81 -0.70 0.117
H -3.73 0.57 -1.63 0.159
H -3.58 1.42 1.31 0.164
H -4.58 3.53 0.47 0.097
H -3.00 3.26 -0.27 0.086
H -4.48 2.94 -1.19 0.096
H -5.08 -0.32 1.91 0.162
H -7.45 -0.52 -0.02 0.095
H -7.50 0.14 1.61 0.096
H -7.16 -1.58 1.37 0.092
H -4.86 -2.27 0.39 0.150
H -5.24 -1.24 -1.01 0.158